No. 1
Formula: C2H6N2O3
Source: the Open Molecules 2025 dataset
Level of theory: wB97M-V/def2-TZVPD

Calculated values
Relative energy (zero: lowest compared OMol25 entry of this formula, charge and spin)   846.65 kJ/mol
SMILES   C=NOC.O=NO
Net charge   0
Calculated total energy   -414.7731 Ha
HOMO energy   -0.345 Ha
Gap between HOMO and LUMO   9.251 eV

Cartesian coordinates (Å):
H (0.443, -2.705, 0.093)
H (-0.233, 2.427, -0.392)
H (-1.008, -0.396, 1.498)
C (0.924, -1.777, -0.187)
H (1.513, 2.337, -0.072)
H (1.744, -1.762, -0.898)
O (-1.670, -0.861, 0.931)
C (0.561, 1.813, 0.047)
O (0.647, 0.595, -0.647)
H (0.368, 1.698, 1.119)
O (-1.864, -0.646, -1.408)
N (0.548, -0.713, 0.368)
N (-1.972, -0.010, -0.452)

---

No. 2
Formula: C44H41BBr2CdN3O2PS
Source: the Open Molecules 2025 dataset
Level of theory: wB97M-V/def2-TZVPD

Calculated values
Relative energy (zero: lowest compared OMol25 entry of this formula, charge and spin)   33.26 kJ/mol
Net charge   -2
Calculated total energy   -8096.3161 Ha
HOMO energy   -0.049 Ha
Gap between HOMO and LUMO   5.132 eV

Cartesian coordinates (Å):
H (-4.773, 0.712, -2.833)
H (-1.736, 3.060, 1.483)
H (0.224, -1.313, 5.583)
P (-3.058, 1.656, -0.593)
C (7.843, 4.658, -1.326)
N (7.900, 5.153, -2.560)
C (-3.897, 0.071, -0.982)
H (-1.485, -3.431, 2.908)
H (-3.052, -0.912, 0.738)
C (-4.895, -2.453, -1.645)
C (-0.289, -1.729, 3.503)
H (-6.263, 5.776, -2.892)
C (-1.119, -3.795, -1.991)
H (-2.457, 3.914, -2.111)
H (7.607, 4.749, -4.556)
C (1.008, -3.528, 2.182)
H (-5.274, -3.435, -1.906)
C (-4.160, -2.279, -0.480)
B (0.209, -0.540, 1.584)
H (1.954, -3.689, 1.664)
H (-5.215, 0.573, 1.266)
C (-0.174, -2.834, -2.216)
H (6.918, 2.392, -4.213)
C (4.032, 0.904, -2.480)
C (-2.609, 2.621, 1.947)
N (-1.614, 1.860, -1.051)
H (-3.948, -3.125, 0.164)
C (-3.461, 1.816, 1.197)
H (0.820, -4.369, 2.855)
C (4.952, 0.977, -1.447)
H (4.296, -1.658, -2.141)
H (3.135, -2.529, 3.420)
H (2.734, 1.403, 1.061)
H (-1.157, -0.399, 4.937)
C (3.133, 1.260, 0.065)
C (1.576, -4.319, -1.487)
H (-5.654, -1.514, -3.418)
Cd (0.013, 1.018, 0.019)
H (7.444, 3.001, -0.014)
H (-0.877, -3.522, 4.572)
C (2.182, -1.984, -2.273)
H (0.231, -3.508, 1.417)
C (7.183, 3.014, -3.369)
O (-0.828, -0.942, 2.431)
H (-6.040, 2.120, -0.676)
H (-1.486, -5.807, -1.283)
H (-2.134, 3.415, 3.869)
C (7.137, 2.503, -2.080)
C (-5.109, -1.375, -2.492)
C (-3.658, -1.028, -0.156)
C (-0.729, -5.054, -1.480)
H (8.104, 5.335, -0.520)
C (-1.269, -2.850, 3.803)
H (0.479, 0.050, 4.469)
H (3.218, -5.580, -0.847)
H (-3.797, 5.779, -3.120)
C (-0.167, -0.797, 4.703)
O (1.383, -1.192, 1.949)
C (-4.609, -0.123, -2.162)
S (6.697, 0.799, -1.784)
C (7.568, 4.334, -3.555)
H (-7.383, 3.937, -1.669)
C (4.501, 1.138, -0.149)
C (3.484, -2.372, -1.984)
C (-4.550, 1.217, 1.829)
H (2.385, -1.251, 4.379)
C (-4.782, 1.414, 3.185)
C (-2.834, 2.811, 3.304)
H (1.929, 0.940, -2.932)
H (-4.088, 2.354, 4.988)
C (-4.293, 4.976, -2.589)
C (1.230, -3.028, -1.991)
C (0.586, -5.305, -1.229)
H (-2.156, -3.580, -2.191)
H (4.343, 0.725, -3.500)
C (3.876, -3.636, -1.482)
C (2.687, 1.026, -2.166)
N (2.252, 1.233, -0.929)
H (4.927, -3.845, -1.291)
C (-5.675, 4.974, -2.460)
C (7.476, 3.350, -1.036)
C (-3.920, 2.212, 3.926)
C (-3.538, 3.949, -2.033)
C (2.942, -4.605, -1.238)
H (5.187, 1.158, 0.686)
H (0.898, -6.267, -0.833)
C (1.082, -2.202, 2.928)
H (-5.625, 0.929, 3.664)
Br (0.854, 3.425, 1.513)
H (-2.204, -2.420, 4.168)
Br (-0.811, -1.162, -2.852)
C (-6.304, 3.943, -1.773)
C (2.220, -2.231, 3.934)
C (-4.161, 2.917, -1.343)
C (-5.548, 2.922, -1.216)
H (2.024, -2.954, 4.732)

---

No. 3
Formula: C20H48BBr2GaN3O5
Source: the Open Molecules 2025 dataset
Level of theory: wB97M-V/def2-TZVPD

Calculated values
Net charge   -1
Calculated total energy   -8428.9692 Ha
HOMO energy   -0.164 Ha
Gap between HOMO and LUMO   6.936 eV

Cartesian coordinates (Å):
H (-0.311, -6.788, 5.059)
H (-2.886, -0.011, 1.626)
H (4.693, 2.027, -3.760)
H (0.634, 4.662, -5.556)
C (-3.771, 4.395, 1.222)
C (-0.009, 0.233, -1.894)
C (-3.281, 2.612, 2.778)
H (-3.975, -2.075, 2.751)
H (-0.822, 3.337, -0.164)
H (-5.083, -1.019, 1.866)
H (-0.946, 2.058, -2.622)
O (1.436, -4.764, 3.427)
H (-4.454, -0.823, -0.509)
H (-3.722, 4.666, 0.168)
C (-0.529, -7.214, 4.080)
Br (-1.497, -2.104, 1.372)
H (1.442, -0.124, 0.376)
H (1.532, 3.978, -7.639)
H (2.237, -0.912, 3.001)
C (1.119, 1.110, -1.321)
H (-0.274, -0.519, -1.153)
H (2.560, 2.630, 0.162)
H (-1.568, 0.597, -3.363)
H (2.684, 2.872, -6.917)
H (-0.153, 2.616, -4.711)
C (-4.229, -1.690, 1.767)
H (1.445, -6.488, 2.284)
H (2.070, 0.791, -1.751)
H (1.431, 4.199, -3.398)
C (2.132, 3.986, -4.210)
H (-1.491, -7.721, 4.159)
C (-1.226, 1.019, -2.419)
C (2.315, 1.806, 0.821)
N (-1.451, -5.047, 3.452)
H (3.941, 2.017, -5.356)
H (3.944, -1.418, 3.035)
O (4.054, 1.173, 3.258)
H (0.418, -0.319, -2.736)
C (1.237, 0.927, 0.195)
H (1.114, 1.809, -5.260)
O (-1.212, 3.136, 0.686)
H (-3.623, 3.395, 3.453)
H (0.269, 1.142, 0.644)
H (0.989, 2.155, -1.598)
H (2.915, -4.710, 4.811)
H (2.912, 4.618, -6.741)
C (2.115, -5.382, 4.499)
H (0.642, -5.069, 1.614)
H (-0.932, -4.517, 4.146)
O (2.838, 2.838, -3.796)
C (1.317, 3.808, -5.499)
H (3.089, -1.391, 1.502)
H (2.557, -6.337, 4.198)
H (-3.810, 1.698, 3.051)
C (2.166, 3.819, -6.768)
H (0.232, -7.964, 3.854)
H (-2.216, 2.468, 2.986)
C (-3.069, -0.946, 1.114)
H (-4.760, 4.675, 1.586)
O (3.544, 1.070, 1.061)
Ga (-2.798, 1.125, -1.109)
H (-1.579, -4.391, 2.685)
C (0.784, -5.644, 2.532)
H (-3.031, 5.001, 1.759)
C (-0.593, -6.141, 2.996)
C (4.071, 2.605, -4.443)
Br (-2.666, -2.158, -1.546)
H (1.455, -5.539, 5.357)
B (-2.457, 2.526, 0.452)
C (-3.381, -0.723, -0.397)
H (1.965, 2.184, 1.780)
N (0.504, 2.590, -5.486)
N (-3.542, 2.966, 1.382)
H (2.810, 4.849, -4.283)
H (4.585, 3.542, -4.680)
H (-4.066, 1.706, -1.953)
C (3.629, 0.535, 2.308)
C (3.180, -0.901, 2.464)
H (-1.070, -6.590, 2.120)
H (-4.523, -2.530, 1.143)

---

No. 4
Formula: C3H3Br
Source: the Open Molecules 2025 dataset
Level of theory: wB97M-V/def2-TZVPD

Calculated values
Relative energy (zero: lowest compared OMol25 entry of this formula, charge and spin)   305.19 kJ/mol
Net charge   0
Calculated total energy   -2689.9334 Ha
HOMO energy   -0.321 Ha
Gap between HOMO and LUMO   9.385 eV

Cartesian coordinates (Å):
C (1.108, -0.413, 1.695)
C (-0.736, -0.027, -0.483)
Br (2.082, 0.883, 0.587)
H (-0.270, -0.002, -1.463)
C (0.375, -0.190, 0.460)
H (-1.303, -1.091, -0.494)
H (-1.257, 0.839, -0.301)